(1)
18
Properties=species:S:1:pos:R:3 method="wB97M-V/def2-TZVPD" max_force_ev_per_a=0.3 total_charge=0 energy_ha=-326.9156 e_above_lowest_kcal_mol=135.4 orbital_gap_ev=8.84 e_homo_ev=-7.810 multiplicity=1
C 2.24 -0.25 -1.47
C 1.39 -0.53 -0.25
C 0.96 0.45 0.78
N 0.08 0.10 -0.19
C -1.16 -0.34 -0.22
C -2.29 0.54 0.24
O -1.96 1.35 1.34
H 1.95 -0.89 -2.31
H 3.29 -0.45 -1.24
H 2.15 0.79 -1.78
H 1.39 -1.58 0.08
H 1.31 1.44 1.03
H 0.10 -0.49 1.79
H -1.38 -1.14 -0.92
H -0.62 -0.99 1.70
H -2.58 1.23 -0.57
H -3.16 -0.10 0.43
H -1.66 0.76 2.04

(2)
18
Properties=species:S:1:pos:R:3 method="wB97M-V/def2-TZVPD" max_force_ev_per_a=0.4 smiles=CCN1C[C@H]1CO total_charge=0 energy_ha=-327.0589 e_above_lowest_kcal_mol=45.5 orbital_gap_ev=10.57 e_homo_ev=-9.457 multiplicity=1
C -0.09 1.76 1.57
C 0.31 0.30 1.50
N -0.29 -0.35 0.34
C 0.14 -1.69 0.02
C 0.53 -0.55 -0.84
C -0.17 -0.29 -2.17
O -1.57 -0.36 -2.02
H 0.34 2.25 2.44
H -1.18 1.84 1.63
H 0.24 2.30 0.67
H 1.41 0.20 1.48
H -0.05 -0.23 2.39
H 0.92 -2.13 0.65
H -0.64 -2.38 -0.30
H 1.57 -0.23 -0.79
H 0.15 0.68 -2.56
H 0.12 -1.05 -2.90
H -1.74 -0.06 -1.11